Record 1
{"formula": "C2H4N2O", "method": "ωB97M-V with the def2-TZVPD basis set", "elements": ["H", "N", "C", "N", "C", "O", "H", "H", "H"], "xyz": [[-0.57098, 0.54089, -1.91180], [0.17132, -0.06427, -1.61425], [0.11411, -0.01732, -0.30291], [1.23527, -0.52758, 0.40413], [-0.89907, 0.64456, 0.51516], [-1.89210, 1.08177, -0.10789], [1.63716, -1.51352, -0.07735], [1.00112, -0.92222, 1.42482], [-0.79684, 0.77769, 1.67010]], "smiles": "[H]/N=C(/N)C=O", "fmax_ev_per_a": 5.4, "lumo_energy_ev": -0.6624}



Record 2
{"formula": "C2H4N2O", "method": "ωB97M-V with the def2-TZVPD basis set", "elements": ["O", "N", "N", "C", "C", "H", "H", "H", "H"], "xyz": [[2.61791, 0.43566, -0.05180], [1.79497, -0.45676, 0.12044], [0.56035, -0.23576, 0.23477], [-0.75839, -0.79011, -0.03036], [-0.51095, 0.74782, -0.01363], [-1.33292, -1.23027, 0.81853], [-0.97706, -1.12316, -1.03999], [-0.31999, 1.42087, -0.77872], [-1.07393, 1.23171, 0.74075]], "smiles": "O=NN1CC1", "fmax_ev_per_a": 4.7, "lumo_energy_ev": 0.7787}



ΔE to the lowest compared entry with this formula, charge and spin per entry: 1.6319 4.6831 eV
Kohn-Sham gap per entry: 9.3 9.7 eV